{
  "formula": "C84H148N26O22P6",
  "method": "ωB97M-V/def2-TZVPD",
  "elements": ["C", "C", "C", "C", "C", "C", "N", "O", "O", "H", "H", "H", "H", "H", "C", "C", "C", "C", "C", "C", "N", "O", "O", "H", "H", "H", "H", "H", "C", "C", "C", "C", "C", "C", "N", "O", "O", "H", "H", "H", "H", "H", "C", "C", "C", "C", "C", "C", "N", "O", "O", "H", "H", "H", "H", "H", "C", "C", "C", "C", "C", "C", "N", "O", "O", "H", "H", "H", "H", "H", "C", "C", "C", "C", "C", "C", "N", "O", "O", "H", "H", "H", "H", "H", "C", "C", "C", "C", "C", "C", "N", "O", "O", "H", "H", "H", "H", "H", "C", "C", "C", "C", "C", "C", "N", "O", "O", "H", "H", "H", "H", "H", "O", "P", "N", "C", "C", "N", "C", "C", "N", "C", "C", "H", "H", "H", "H", "H", "H", "H", "H", "H", "H", "H", "H", "H", "H", "H", "H", "H", "H", "O", "P", "N", "C", "C", "N", "C", "C", "N", "C", "C", "H", "H", "H", "H", "H", "H", "H", "H", "H", "H", "H", "H", "H", "H", "H", "H", "H", "H", "O", "P", "N", "C", "C", "N", "C", "C", "N", "C", "C", "H", "H", "H", "H", "H", "H", "H", "H", "H", "H", "H", "H", "H", "H", "H", "H", "H", "H", "O", "P", "N", "C", "C", "N", "C", "C", "N", "C", "C", "H", "H", "H", "H", "H", "H", "H", "H", "H", "H", "H", "H", "H", "H", "H", "H", "H", "H", "O", "P", "N", "C", "C", "N", "C", "C", "N", "C", "C", "H", "H", "H", "H", "H", "H", "H", "H", "H", "H", "H", "H", "H", "H", "H", "H", "H", "H", "O", "P", "N", "C", "C", "N", "C", "C", "N", "C", "C", "H", "H", "H", "H", "H", "H", "H", "H", "H", "H", "H", "H", "H", "H", "H", "H", "H", "H"],
  "coordinates": [[24.887560, 2.368310, 19.323090], [24.546590, 3.393090, 18.401280], [25.382050, 4.383910, 18.011770], [26.709130, 4.322010, 18.461170], [27.073030, 3.353570, 19.392310], [26.173560, 2.397450, 19.803230], [27.815860, 5.180770, 17.901910], [27.430530, 6.111840, 17.189510], [28.978450, 5.004640, 18.321670], [24.185720, 1.624800, 19.670970], [23.504720, 3.451810, 18.122940], [25.013070, 5.088520, 17.281180], [28.091470, 3.424890, 19.744590], [26.475940, 1.718800, 20.587070], [8.723540, -8.900880, 13.860850], [9.331840, -7.741740, 14.297330], [10.369970, -7.750350, 15.226920], [10.748210, -8.984950, 15.783550], [10.040550, -10.088150, 15.464160], [9.035710, -10.065110, 14.480830], [11.903340, -9.052930, 16.634960], [12.566470, -8.056950, 16.879680], [12.242220, -10.114330, 17.161300], [7.887380, -8.854730, 13.178850], [9.122980, -6.752310, 13.918120], [10.810490, -6.799730, 15.488950], [10.343640, -11.070050, 15.796430], [8.529790, -10.972270, 14.185010], [11.763110, 2.584390, 32.234910], [11.234200, 3.128440, 31.070670], [10.901110, 2.281380, 30.013670], [11.184210, 0.902400, 30.047240], [11.725320, 0.373240, 31.236660], [11.883060, 1.219030, 32.353830], [11.075210, 0.097760, 28.794500], [11.344240, -1.070370, 28.935610], [10.813800, 0.650040, 27.735290], [12.012140, 3.185250, 33.097090], [11.085970, 4.173660, 30.842760], [10.478970, 2.782180, 29.154960], [12.012960, -0.664320, 31.321040], [12.410950, 0.774010, 33.184310], [26.306740, -4.455420, 18.647710], [27.414820, -4.168690, 19.478630], [27.240370, -4.199830, 20.868350], [25.986770, -4.459750, 21.399300], [24.872820, -4.714420, 20.565590], [25.036510, -4.719750, 19.139870], [25.903520, -4.545030, 22.846880], [26.763640, -4.011490, 23.477640], [24.930920, -5.087360, 23.378680], [26.333470, -4.294460, 17.580100], [28.357460, -3.879800, 19.037750], [28.102290, -4.033890, 21.497610], [23.911270, -4.793630, 21.050920], [24.195650, -5.027420, 18.535960], [3.439010, -8.617700, 20.555100], [3.107950, -7.834580, 21.636950], [4.036050, -6.877520, 22.097750], [5.194220, -6.600560, 21.369460], [5.451280, -7.423810, 20.247860], [4.537600, -8.342820, 19.807700], [6.114860, -5.549650, 21.854660], [6.053120, -5.209400, 23.022510], [6.829510, -5.000230, 21.048620], [2.803380, -9.362510, 20.099420], [2.226690, -8.021950, 22.232500], [3.758350, -6.328650, 22.985460], [6.385830, -7.309740, 19.718700], [4.819010, -9.010880, 19.007130], [7.582000, 2.958790, 19.237150], [7.570170, 4.098540, 18.463190], [8.478860, 5.133140, 18.842160], [9.267090, 4.956710, 19.963810], [9.227720, 3.839350, 20.765160], [8.370810, 2.821650, 20.383610], [10.219500, 6.053210, 20.231760], [11.170950, 5.851770, 21.013060], [10.220940, 7.104470, 19.577630], [6.886810, 2.139670, 19.126930], [6.860480, 4.184490, 17.653670], [8.606100, 5.993570, 18.201960], [9.870480, 3.854450, 21.632930], [8.330990, 1.937440, 21.002480], [20.654020, -5.712300, 6.649100], [20.729790, -5.983450, 8.011090], [21.861170, -5.619250, 8.725680], [22.958850, -5.054340, 8.036020], [22.928350, -5.006120, 6.607910], [21.751540, -5.175450, 5.917610], [24.132750, -4.598240, 8.767930], [24.253140, -5.106850, 9.858440], [24.870710, -3.712560, 8.258510], [19.787690, -6.096430, 6.131100], [19.914690, -6.383950, 8.595560], [21.779470, -5.751380, 9.794450], [23.732810, -4.492830, 6.102150], [21.653250, -5.097190, 4.844940], [30.301590, 2.128510, 13.382380], [29.279780, 1.539380, 14.206800], [27.936480, 1.567440, 13.787400], [27.594370, 2.251110, 12.618380], [28.612480, 2.804680, 11.859100], [29.969770, 2.807070, 12.257890], [26.179330, 2.316590, 12.198040], [25.883700, 2.778960, 11.118060], [25.304320, 1.775970, 12.830660], [31.352580, 2.196220, 13.621670], [29.499560, 0.939740, 15.077750], [27.216700, 1.135550, 14.466930], [28.427690, 3.404470, 10.980190], [30.753920, 3.200730, 11.628180], [18.545460, 15.779340, 19.066790], [17.388490, 14.902650, 19.435020], [17.824820, 13.241700, 19.231610], [18.985080, 12.891850, 18.357040], [16.943600, 12.071020, 19.617670], [16.024120, 15.197670, 18.394220], [14.951200, 14.188160, 18.304470], [15.720700, 16.523140, 17.737780], [16.689230, 15.133830, 20.986340], [15.558600, 16.017350, 21.203830], [17.213240, 14.621450, 22.178110], [18.654440, 12.281970, 17.516310], [19.806420, 12.378450, 18.856960], [19.533250, 13.790580, 18.074380], [16.448800, 12.278920, 20.566380], [17.588960, 11.224910, 19.853680], [16.136730, 11.912540, 18.902170], [14.070600, 14.781060, 18.057280], [15.134850, 13.589270, 17.412460], [14.685970, 13.665010, 19.223200], [16.658010, 16.969880, 17.406150], [15.074290, 16.462730, 16.862220], [15.144300, 17.211370, 18.356000], [15.952860, 17.032700, 21.162180], [14.771500, 15.856090, 20.467250], [15.030860, 15.789520, 22.129950], [16.582920, 13.907620, 22.708430], [17.550470, 15.488430, 22.746190], [18.157930, 14.146030, 21.914220], [18.692740, 4.391290, 29.076430], [19.679410, 4.343740, 27.975040], [21.270480, 4.151360, 28.610770], [21.474650, 2.979760, 29.439380], [22.034510, 5.307740, 29.157200], [19.906350, 5.547770, 26.852950], [19.196090, 6.820620, 26.917440], [21.052750, 5.537070, 25.854860], [19.443610, 2.994910, 26.923930], [18.124600, 2.692940, 26.484330], [20.526240, 2.413040, 26.083440], [22.538340, 2.756780, 29.522810], [20.822550, 2.136500, 29.211850], [21.118880, 3.275640, 30.426280], [22.189780, 6.113330, 28.439550], [23.038280, 5.076290, 29.513520], [21.518170, 5.632930, 30.060380], [19.754540, 7.521900, 27.537480], [19.046480, 7.286810, 25.943590], [18.213360, 6.582460, 27.324410], [20.685100, 6.051090, 24.966770], [21.865920, 6.165130, 26.218720], [21.370710, 4.599770, 25.398270], [17.755730, 3.435400, 25.776670], [18.165420, 1.677110, 26.091240], [17.473280, 2.605800, 27.353970], [20.286560, 1.349730, 26.078080], [21.451340, 2.790830, 26.518860], [20.375230, 2.693960, 25.041150], [21.053780, -14.308730, 21.143840], [19.851330, -13.623880, 21.739350], [20.043320, -13.308740, 23.423980], [19.043210, -12.725520, 24.309050], [21.174780, -14.010350, 24.111470], [18.336120, -14.490170, 21.612460], [18.326040, -15.957870, 21.683010], [16.966050, -13.900230, 21.925030], [19.506720, -12.184940, 20.897410], [19.378170, -12.306180, 19.462950], [19.793310, -10.881340, 21.398440], [18.618560, -11.826410, 23.862530], [19.412360, -12.468920, 25.302020], [18.236890, -13.434090, 24.498450], [21.443280, -13.462700, 25.014850], [22.071110, -14.218290, 23.527130], [20.817590, -14.998660, 24.400880], [18.141150, -16.246570, 22.717700], [17.502600, -16.316290, 21.065280], [19.246790, -16.414270, 21.319680], [16.822400, -12.820780, 21.877640], [16.216590, -14.389980, 21.303290], [16.677980, -14.170410, 22.940970], [18.748900, -11.493070, 19.101060], [20.386520, -12.113740, 19.096510], [18.963700, -13.283410, 19.215270], [18.872220, -10.523890, 21.858780], [20.191430, -10.214140, 20.633950], [20.610110, -11.000770, 22.110260], [9.488710, -3.213090, 8.821120], [10.224160, -1.936800, 8.633990], [10.241190, -1.308000, 7.014790], [9.452070, -0.138530, 6.525430], [10.496210, -2.240300, 5.927230], [11.928730, -2.279950, 8.945160], [12.967350, -1.344910, 8.763340], [12.408270, -3.639250, 9.074810], [9.900860, -0.575050, 9.655840], [9.184980, -0.866170, 10.902490], [10.455810, 0.769860, 9.619750], [9.102700, 0.388420, 7.413320], [8.435120, -0.273440, 6.157030], [10.018170, 0.536950, 5.884060], [9.910280, -3.151870, 6.044800], [11.539140, -2.550140, 5.860810], [10.287490, -1.832880, 4.938020], [12.619480, -0.330240, 8.569640], [13.564050, -1.189420, 9.662150], [13.592410, -1.765770, 7.975760], [13.098570, -3.725700, 9.913920], [11.577300, -4.316150, 9.273290], [12.887000, -4.061890, 8.191470], [8.296750, -1.492720, 10.821380], [9.801910, -1.389600, 11.632910], [8.826060, 0.084460, 11.296940], [11.384230, 0.841500, 10.186320], [9.858650, 1.647850, 9.866000], [10.806300, 0.964350, 8.606130], [17.569310, 0.081140, 19.021690], [16.399290, -0.484710, 18.354980], [15.474880, 0.723320, 17.528840], [14.276750, 0.522900, 16.688280], [15.903640, 2.169870, 17.607830], [15.369900, -1.501980, 19.224020], [16.096270, -2.619530, 19.867490], [14.214790, -1.034230, 19.979430], [16.906530, -1.483920, 17.031670], [18.182140, -1.200780, 16.362060], [15.984840, -2.280160, 16.232460], [14.538010, 0.814410, 15.671000], [13.411030, 1.109570, 16.995590], [13.960000, -0.518780, 16.636580], [16.313890, 2.446330, 18.579100], [15.330050, 2.948430, 17.104890], [16.729980, 2.317470, 16.912510], [15.501240, -3.530960, 19.809770], [16.995820, -2.786220, 19.274940], [16.457750, -2.245530, 20.825380], [14.501910, -0.439970, 20.846900], [13.573750, -0.439340, 19.328840], [13.573110, -1.827130, 20.363690], [18.267470, -0.118620, 16.460790], [19.042740, -1.556490, 16.928560], [18.245810, -1.599480, 15.349600], [15.798820, -1.777370, 15.283410], [14.997260, -2.253010, 16.692950], [16.322390, -3.309370, 16.110430], [7.860020, 8.467780, 12.517770], [8.844050, 9.400050, 12.004260], [8.796170, 10.914350, 12.788750], [9.507640, 12.173220, 12.376890], [8.408970, 10.864730, 14.219810], [8.716760, 9.763830, 10.333450], [8.970370, 8.744950, 9.391740], [7.733880, 10.689630, 9.753640], [10.499820, 8.957080, 12.125720], [11.563540, 9.890850, 11.772780], [11.062450, 8.006260, 13.133370], [8.920660, 13.029190, 12.709830], [9.452220, 12.335170, 11.300410], [10.518050, 12.239320, 12.780380], [9.347000, 10.724870, 14.757080], [7.697240, 10.053720, 14.374090], [7.871520, 11.767810, 14.509100], [9.123990, 9.124240, 8.381470], [9.840450, 8.141200, 9.649700], [8.133710, 8.052750, 9.486340], [8.218650, 11.619310, 9.455670], [7.167280, 10.349500, 8.886820], [7.032560, 11.045200, 10.508500], [11.219350, 10.533450, 10.962410], [11.937360, 10.480430, 12.609890], [12.373630, 9.284030, 11.368280], [11.982200, 7.557290, 12.758420], [10.291800, 7.250780, 13.286510], [11.121300, 8.595570, 14.048440]],
  "atomic_forces_ev_per_a": [[0.3, 1.3, -0.9], [-1.8, -1.5, 1.6], [1.5, 0.5, -0.9], [0.4, -0.9, -0.1], [0.7, 1.2, -0.9], [0.0, -0.4, 1.0], [-0.2, 1.3, 1.3], [1.0, -1.3, 0.5], [-2.2, 0.2, -1.3], [-0.1, 0.1, -0.2], [0.0, 0.0, -0.4], [0.3, 0.3, 0.1], [0.0, -0.4, 0.1], [0.1, -0.2, -0.1], [-1.1, 0.9, 0.2], [1.3, 1.1, 0.4], [-0.5, -0.4, -0.2], [-0.3, 2.0, -0.6], [-0.5, -2.3, -1.1], [0.6, -0.7, 0.7], [2.3, -0.7, 2.4], [-0.9, 0.7, -1.0], [-1.2, -0.1, -1.0], [0.2, 0.0, -0.3], [-0.5, -0.1, -0.3], [0.3, -0.2, 0.2], [0.1, 0.1, 0.5], [0.1, -0.2, 0.2], [-0.7, 0.4, 0.3], [-0.1, -0.9, -0.6], [0.3, -0.2, -0.1], [0.3, 1.4, 0.8], [-0.8, 0.5, -0.4], [1.2, -1.1, -1.4], [0.3, 0.6, 0.5], [-0.1, -0.6, -0.3], [0.0, -0.2, 0.9], [0.1, 0.3, -0.1], [0.1, 0.2, 0.6], [0.0, -0.5, -0.3], [-0.1, 0.0, -0.2], [-0.3, 0.1, 0.4], [0.0, 0.8, 0.0], [-1.5, -0.2, 0.1], [0.6, 0.0, -1.1], [-0.5, -0.6, -1.7], [0.9, 0.4, -0.4], [0.4, -0.3, 3.0], [-2.3, -0.3, 0.7], [1.5, 0.6, 0.7], [0.5, 0.1, -1.0], [0.6, -0.3, -0.2], [0.1, -0.1, 0.1], [-0.2, 0.0, 0.2], [-0.1, -0.4, -0.1], [0.1, 0.4, -0.2], [-1.7, 0.0, -0.7], [1.1, 0.2, 0.9], [-0.7, 0.2, -0.4], [-0.9, -1.7, -0.1], [1.1, 1.9, 0.4], [1.7, -0.6, 0.2], [-0.3, 0.5, 0.2], [-0.3, -0.6, -0.1], [0.3, -0.4, -0.7], [-0.5, -0.2, 0.6], [-0.1, 0.0, -0.1], [0.3, 0.2, 0.0], [0.1, 0.2, -0.1], [-0.1, 0.2, -0.3], [-0.4, -0.7, 1.2], [1.1, 0.8, 1.0], [-1.0, -1.2, -1.0], [-0.3, 1.2, -0.9], [0.2, 0.2, 0.1], [0.6, 0.5, 0.1], [3.4, 1.4, 0.2], [-2.0, -0.6, -0.4], [-1.4, -1.5, 0.4], [-0.2, 0.0, -0.7], [0.2, 0.2, -0.2], [-0.1, 0.2, 0.3], [-0.1, -0.4, 0.1], [-0.2, -0.1, -0.1], [0.5, -0.6, -0.4], [0.5, 0.8, -0.4], [0.7, 0.6, -0.4], [-1.5, -1.1, -1.6], [0.3, 2.2, 1.3], [-1.3, -1.8, 1.3], [0.7, 1.3, -0.8], [0.8, 0.4, 0.2], [-1.5, -2.1, 1.1], [-0.2, 0.4, -0.2], [-0.2, -0.2, -0.4], [0.7, 0.2, 0.1], [0.4, -0.3, 0.1], [0.3, 0.2, 0.0], [-0.6, -0.4, 1.9], [0.1, 0.1, -1.7], [1.0, 0.4, 0.8], [0.9, -0.2, 0.5], [0.4, 1.3, -0.5], [-1.8, -0.8, -0.8], [-1.1, -0.8, -1.5], [1.4, 1.2, -0.8], [0.5, -0.5, 2.1], [0.0, -0.6, 0.6], [0.3, 0.3, 0.1], [-0.3, -0.1, -0.4], [-0.6, -0.3, -0.2], [-0.2, 0.3, -0.1], [-1.2, -0.8, 0.6], [-0.6, 0.2, -1.2], [-0.5, 0.2, 0.7], [-0.2, 0.7, 0.6], [0.8, 1.7, 0.5], [0.6, 0.4, 0.5], [-0.1, 1.8, -0.8], [0.6, -0.8, 0.5], [-1.0, -1.1, -2.6], [-0.2, 0.0, -0.9], [2.4, -0.1, 0.2], [0.1, 0.2, -0.2], [-0.4, -0.6, 0.6], [-0.7, 0.2, -0.5], [0.0, 0.3, 0.1], [-0.1, -0.2, -0.6], [0.4, -0.5, -0.2], [-0.4, -0.2, 0.0], [-0.1, -0.7, 0.4], [0.5, -0.2, -0.1], [-0.1, 0.1, 0.3], [0.2, -0.9, -0.2], [0.3, 0.1, 0.6], [-0.6, 0.3, 0.3], [0.2, 0.3, -0.4], [0.5, 0.1, 0.3], [-0.2, 0.2, 0.2], [-0.3, -0.2, 1.0], [0.0, -0.5, 0.3], [-0.3, 0.7, -1.1], [2.1, -1.9, -0.7], [0.3, 0.0, -1.6], [-0.7, 0.6, 1.1], [-0.9, -0.3, 0.0], [0.6, 0.6, -1.1], [0.1, -0.5, 0.5], [-1.4, 0.8, 0.2], [1.9, 0.6, 1.5], [-0.3, -0.5, 0.7], [-1.9, 0.7, 0.8], [-0.1, -0.4, -0.2], [0.4, 0.0, -0.6], [0.2, -0.2, 0.6], [-0.5, 0.0, 0.0], [0.0, -0.8, -0.3], [-0.1, 0.6, 0.0], [-0.3, 0.3, 0.2], [0.1, -0.3, -0.2], [0.0, 0.5, 0.3], [-0.3, 0.3, 0.0], [0.3, -0.4, 0.1], [0.0, -0.1, 1.0], [-0.3, -0.2, -0.3], [-0.3, 0.1, -0.5], [-0.3, 0.4, -0.1], [1.0, -0.3, 0.3], [0.2, -0.8, -0.4], [0.4, 0.4, -0.2], [-1.8, 0.2, 1.2], [-0.6, -0.1, 0.0], [1.8, 0.2, -1.1], [-0.4, -0.5, -0.6], [-1.0, -0.3, -0.1], [0.4, 1.4, -0.6], [-0.2, 0.8, 0.2], [1.1, -1.0, 0.3], [-0.7, -2.0, 1.2], [0.4, 0.4, 0.4], [0.5, -0.3, 0.8], [-0.1, 0.0, 0.0], [0.5, 0.1, -0.2], [-0.3, -0.1, 0.0], [0.0, 0.1, -0.1], [-0.3, 0.6, -0.4], [0.0, -0.2, 0.4], [0.0, -0.4, 0.1], [-0.1, -0.1, 0.0], [0.1, 0.3, 0.1], [0.7, 0.0, -0.5], [0.1, 0.1, -0.4], [0.1, -0.1, 0.3], [-0.3, -0.2, -0.1], [0.0, -0.5, -0.9], [0.2, 0.2, -0.3], [0.3, 0.8, 0.1], [-0.3, 0.0, -0.2], [-0.2, 0.5, 0.5], [-0.1, 1.3, 0.3], [2.8, 0.9, -0.6], [-1.0, 1.1, 0.1], [-0.5, 0.1, 2.3], [0.5, -1.0, 0.1], [-3.0, -0.7, 0.0], [0.5, 0.8, -0.1], [-0.8, -0.5, 0.4], [-1.5, -1.1, -0.6], [-0.2, -0.2, 0.2], [1.7, -0.4, -1.4], [0.7, 0.5, 0.2], [0.2, -1.1, -1.0], [0.1, -0.2, 0.0], [-0.1, -0.1, -0.1], [0.2, 0.0, 0.3], [-0.3, 0.4, 0.3], [-0.1, -0.2, -0.7], [0.3, -0.4, 0.3], [0.5, 0.7, -0.3], [0.2, 0.1, 0.1], [-0.1, 0.2, 0.1], [0.3, 0.3, -0.4], [0.0, -0.1, -0.7], [0.3, 0.3, 0.2], [0.2, 0.0, 0.2], [0.0, 0.0, 0.6], [-0.8, -0.6, 0.3], [-0.1, 0.0, -0.2], [0.3, 0.4, 0.4], [-1.3, -0.4, -3.3], [-0.6, 1.0, 1.4], [0.9, -0.3, 0.0], [1.6, -1.0, -0.8], [0.2, -0.1, -0.6], [0.4, 1.0, -1.0], [-0.1, 0.6, -0.3], [-0.3, -0.8, 1.0], [-0.2, 0.9, 1.5], [-0.5, 0.9, 0.6], [-0.2, 0.1, -0.2], [0.1, 0.2, 0.3], [0.2, 0.1, 0.2], [-0.6, 0.0, 0.0], [-1.5, -0.5, 0.8], [0.9, -0.5, 0.1], [0.0, 0.1, 0.6], [0.0, -0.2, 0.0], [-0.3, -0.7, 0.5], [0.1, 0.2, 0.1], [0.1, 0.2, 0.1], [0.4, -0.5, -0.3], [0.5, 0.2, -1.0], [0.0, -0.4, 0.1], [-0.3, 0.3, 0.0], [0.3, -0.3, -0.5], [0.1, -0.5, 0.3], [0.0, 0.0, -0.2], [-0.4, -1.1, 0.8], [2.5, 2.8, -1.3], [-0.8, 0.5, -0.8], [-1.3, -0.9, 0.1], [0.3, -0.1, -1.2], [0.0, 1.6, 1.1], [0.5, -2.1, 0.1], [0.0, 1.3, 1.4], [0.0, -0.9, 0.0], [-0.7, -0.3, -0.9], [-2.5, 0.8, -0.7], [0.0, 0.0, 0.6], [0.5, -0.6, -0.1], [0.0, 0.1, -0.2], [-0.3, 0.1, 0.8], [0.4, -0.2, 0.0], [0.3, 0.2, 0.0], [-0.2, 0.0, 0.1], [0.2, 0.2, 0.1], [-0.2, -0.4, -0.9], [0.3, 0.0, -0.4], [0.2, -0.6, 0.2], [-0.2, -0.3, 0.1], [0.1, 0.2, 0.1], [0.0, 0.1, 0.2], [0.3, 0.2, 0.0], [0.0, 0.2, 0.3], [0.2, -0.3, 0.1], [0.8, -0.4, 0.4]],
  "total_energy_ev": -229005.9591,
  "e_lumo_ev": -0.761,
  "molar_mass_g_mol": 2060.1,
  "homo_lumo_gap_ev": 7.3,
  "total_charge": 0
}